Entry 1:
The following is a quantum chemistry calculation of one molecule with the formula O2, from the Open Molecules 2025 dataset.

Each line ends with the Mulliken charge.
Positions of all 2 atoms, in Å:
O -0.623063 0.238177 0.397877  0.000
O 0.623063 -0.238177 -0.397877  0.000

Cartesian forces, eV/Å:
8.29 -3.17 -5.30
-8.29 3.17 5.30

Computed properties:
* net charge: 0
* F_max: 10.34 eV Å⁻¹
* E_LUMO: -4.469 eV
* structure (SMILES): O=O
* 2S+1: 1
* energy above the lowest of the compared OMol25 structures with the same formula, charge and spin: 61.36 kcal/mol
* E: -150.19883 hartree


Entry 2:
The following is a quantum chemistry calculation of one molecule with the formula O2, from the Open Molecules 2025 dataset.

Each line ends with the Mulliken charge.
Positions of all 2 atoms, in Å:
O 0.767853 -0.134926 0.190908  0.000
O -0.767853 0.134926 -0.190908  0.000

Cartesian forces, eV/Å:
-9.88 1.74 -2.46
9.88 -1.74 2.46

Computed properties:
* net charge: 0
* F_max: 10.33 eV Å⁻¹
* E_LUMO: -4.702 eV
* structure (SMILES): O=O
* 2S+1: 1
* energy above the lowest of the compared OMol25 structures with the same formula, charge and spin: 73.75 kcal/mol
* E: -150.17908 hartree